This record from the OMol25 dataset describes 10 unconnected molecules or ions with the total composition C72H84F8N16O16S8. The level of theory is wB97M-V/def2-TZVPD.

Structure (XYZ):
```
204
Properties=species:S:1:pos:R:3:mulliken_charge:R:1
C -7.2417 -5.8076 -3.0337 -0.920
N -7.1997 -5.5891 -1.5828 0.028
C -8.0415 -6.3008 -0.7949 -0.180
C -8.0118 -6.0558 0.5548 -0.521
C -7.0686 -5.2393 1.1781 0.686
C -6.1434 -4.6141 0.3068 -0.632
C -6.2901 -4.7753 -1.0688 -0.315
C -6.9564 -5.1199 2.6096 0.442
C -6.9625 -3.8642 3.2332 -0.686
C -6.5520 -3.8120 4.5984 -0.143
N -6.1964 -4.8707 5.3423 0.016
C -6.2265 -6.0840 4.7262 -0.266
C -6.6245 -6.2202 3.3992 -0.648
C -5.8398 -4.7219 6.7520 -0.827
H -6.3387 -6.3673 -3.2773 0.377
H -7.1769 -4.8366 -3.5245 0.372
H -8.1643 -6.2194 -3.4427 0.328
H -8.8968 -6.7590 -1.2692 0.376
H -8.6711 -6.5856 1.2263 0.495
H -5.4098 -3.9842 0.7879 0.601
H -5.6294 -4.2976 -1.7771 0.503
H -7.1148 -3.0010 2.6022 0.509
H -6.4769 -2.8754 5.1309 0.446
H -5.8686 -6.9195 5.3096 0.441
H -6.4852 -7.1648 2.8943 0.491
H -5.0619 -3.9591 6.7846 0.384
H -5.5057 -5.7063 7.0798 0.279
H -6.7353 -4.4542 7.3128 0.367
C 0.9589 -11.3943 -9.6512 -0.926
N 1.2399 -11.4871 -8.1626 0.032
C 2.4517 -11.0886 -7.7200 -0.255
C 2.7660 -11.1421 -6.3903 -0.595
C 1.8215 -11.6170 -5.4941 0.621
C 0.5285 -11.9931 -5.9067 -0.514
C 0.2690 -11.9348 -7.2946 -0.390
C 2.1816 -11.7224 -4.0779 0.746
C 2.3848 -10.5684 -3.3459 -0.590
C 2.8436 -10.7204 -2.0620 -0.245
N 3.1186 -11.9750 -1.5136 -0.059
C 2.8901 -13.0976 -2.2115 -0.426
C 2.4168 -12.9665 -3.5201 -0.491
C 3.6466 -12.2739 -0.1657 -0.868
H 1.5923 -10.6964 -10.1987 0.332
H -0.0557 -11.0796 -9.8954 0.384
H 1.1402 -12.3769 -10.0869 0.393
H 3.0279 -10.5886 -8.4845 0.390
H 3.6602 -10.6251 -6.0747 0.469
H -0.2917 -12.2096 -5.2383 0.468
H -0.5845 -12.4053 -7.7599 0.487
H 2.3372 -9.5667 -3.7468 0.526
H 3.2087 -9.9248 -1.4294 0.424
H 3.2817 -13.9924 -1.7506 0.506
H 2.3395 -13.7679 -4.2399 0.525
H 4.6959 -12.5130 -0.3384 0.381
H 3.0753 -13.1370 0.1761 0.370
H 3.5521 -11.3378 0.3847 0.304
C 9.1763 -2.3291 3.6992 -0.929
N 9.5191 -2.0119 5.0736 0.097
C 8.7059 -1.1393 5.7762 -0.319
C 9.0462 -0.8022 7.0738 -0.523
C 10.0874 -1.3793 7.7525 0.692
C 10.9515 -2.2648 7.0596 -0.658
C 10.6431 -2.6047 5.6780 -0.147
C 10.2934 -1.1307 9.1981 0.529
C 10.5514 0.1174 9.7567 -0.497
C 10.6789 0.2915 11.1527 -0.289
N 10.4801 -0.7800 11.9566 -0.021
C 10.2974 -2.0480 11.4493 -0.251
C 10.2429 -2.2605 10.0397 -0.662
C 10.4807 -0.6115 13.4384 -0.820
H 8.8981 -1.3789 3.2434 0.387
H 8.4127 -3.1052 3.6467 0.327
H 10.0694 -2.6308 3.1520 0.346
H 7.9025 -0.6249 5.2699 0.413
H 8.3090 -0.2619 7.6492 0.432
H 11.6579 -2.8196 7.6592 0.568
H 11.2562 -3.1700 4.9917 0.417
H 10.6280 0.9763 9.1065 0.463
H 10.8227 1.2682 11.5905 0.480
H 10.2738 -2.8358 12.1878 0.404
H 10.2727 -3.2538 9.6169 0.545
H 11.4510 -0.1304 13.5621 0.383
H 10.3731 -1.5660 13.9535 0.291
H 9.6883 0.0878 13.7054 0.340
C -7.3608 4.4889 2.2143 -0.910
N -8.7622 4.9720 2.1295 -0.010
C -9.2674 5.6585 3.2042 -0.209
C -10.5431 6.1533 3.1549 -0.616
C -11.1483 6.2990 1.9188 0.622
C -10.6620 5.5747 0.7992 -0.691
C -9.4160 4.9200 0.9550 -0.129
C -12.3370 7.1159 1.8173 0.598
C -13.5304 6.5721 1.3051 -0.590
C -14.6603 7.3621 1.0047 -0.351
N -14.6413 8.6397 1.3902 -0.039
C -13.6059 9.1451 2.0354 0.028
C -12.4173 8.4759 2.2111 -0.800
C -15.8643 9.4939 1.2569 -0.808
H -6.8018 5.4215 2.2913 0.346
H -7.0239 3.9043 1.3582 0.345
H -7.4953 3.8897 3.1148 0.362
H -8.6153 5.7114 4.0635 0.485
H -10.8826 6.5643 4.0941 0.483
H -11.1489 5.7141 -0.1547 0.527
H -8.9559 4.4681 0.0887 0.400
H -13.4700 5.5059 1.1437 0.556
H -15.5500 7.1150 0.4445 0.520
H -13.7014 10.1833 2.3175 0.369
H -11.5815 9.0044 2.6451 0.490
H -16.1026 9.5465 0.1946 0.364
H -15.6260 10.4683 1.6832 0.266
H -16.6601 9.0160 1.8282 0.390
C 2.0646 7.0484 2.2493 -0.901
N 2.3891 7.7572 3.5102 0.040
C 3.2701 7.1673 4.3946 -0.398
C 3.5908 7.8658 5.5339 -0.554
C 3.0420 9.0908 5.8864 0.712
C 2.0933 9.6461 5.0094 -0.737
C 1.7839 8.8967 3.7810 -0.047
C 3.5543 9.7824 7.1155 0.724
C 2.6760 10.2952 8.0528 -0.673
C 3.1791 10.8563 9.2223 -0.236
N 4.4647 11.0968 9.4247 -0.026
C 5.3808 10.7723 8.5030 -0.126
C 4.9600 10.0936 7.3187 -0.699
C 4.8591 11.7453 10.6560 -0.869
H 2.9339 6.4683 1.9395 0.337
H 1.7700 7.7157 1.4393 0.343
H 1.3134 6.2912 2.4736 0.371
H 3.7435 6.2494 4.0788 0.406
H 4.2768 7.4469 6.2552 0.502
H 1.6368 10.6225 5.0778 0.475
H 1.0513 9.2494 3.0701 0.433
H 1.6296 10.0617 7.9230 0.472
H 2.5011 11.1593 10.0064 0.423
H 6.3625 11.1340 8.7713 0.456
H 5.7069 9.7950 6.5980 0.498
H 4.2154 11.4428 11.4820 0.330
H 4.8427 12.8056 10.4041 0.410
H 5.9098 11.5996 10.9069 0.334
C -3.4360 4.5902 -14.5213 -0.797
N -2.6110 5.1118 -13.3896 0.009
C -2.4855 4.4166 -12.2324 -0.443
C -1.5947 4.8323 -11.2155 -0.607
C -0.7355 5.8361 -11.4575 0.885
C -0.8608 6.5014 -12.6647 -0.695
C -1.7639 6.1316 -13.6507 -0.136
C 0.0883 6.2752 -10.2911 0.866
C 0.3900 7.6079 -9.9602 -0.707
C 1.2483 8.0302 -8.9774 -0.103
N 1.9036 7.1073 -8.2565 0.004
C 1.6728 5.7759 -8.5036 -0.467
C 0.7459 5.3858 -9.5019 -0.618
C 3.0294 7.5645 -7.3946 -0.796
H -2.9581 3.6277 -14.7043 0.423
H -3.3667 5.2484 -15.3874 0.283
H -4.4153 4.3273 -14.1214 0.307
H -3.1625 3.5825 -12.1210 0.452
H -1.6462 4.2095 -10.3346 0.426
H -0.2741 7.3867 -12.8608 0.483
H -1.7922 6.6039 -14.6216 0.409
H -0.1760 8.4365 -10.3595 0.428
H 1.4204 9.0701 -8.7421 0.404
H 2.2731 5.0770 -7.9400 0.489
H 0.5551 4.3465 -9.7252 0.514
H 2.9911 8.6538 -7.3799 0.258
H 3.9834 7.2585 -7.8239 0.391
H 2.9278 7.0694 -6.4289 0.338
N -0.1885 -5.2875 -10.7705 -0.235
S -0.5445 -4.5356 -9.5186 1.047
O -1.2476 -5.3175 -8.5344 -0.612
O -0.6292 -3.0704 -9.5266 -0.572
F 0.9812 -4.5737 -8.8969 -0.343
S -1.6263 -4.8391 -11.5795 1.101
O -1.8250 -3.4226 -11.8604 -0.540
O -2.8273 -5.5790 -11.2332 -0.577
F -1.3459 -5.5284 -13.0290 -0.270
N 9.0575 3.1521 -6.9481 -0.305
S 8.7548 1.7543 -7.3604 1.121
O 7.8591 0.9574 -6.5357 -0.588
O 9.8679 1.0145 -7.9146 -0.583
F 7.8299 2.1265 -8.6320 -0.306
S 9.3929 2.7616 -5.3521 1.114
O 10.2222 1.6150 -5.0077 -0.529
O 8.3493 3.1507 -4.3824 -0.621
F 10.4660 3.9788 -5.0657 -0.303
N 1.9059 -0.6378 0.2920 -0.270
S 1.2688 -1.3690 -1.1221 1.094
O -0.0840 -0.9136 -1.5165 -0.612
O 1.5040 -2.7840 -1.3614 -0.525
F 2.2029 -0.6464 -2.2155 -0.244
S 1.5270 -1.7902 1.1783 1.053
O 2.4049 -2.9578 1.1328 -0.558
O 0.1138 -2.0647 1.4412 -0.588
F 1.9527 -0.9014 2.5327 -0.351
N -0.2234 -8.2257 8.6129 -0.251
S 0.5475 -7.4993 7.3242 1.047
O 0.0935 -7.8697 5.9613 -0.584
O 1.9177 -7.0984 7.5685 -0.556
F -0.2160 -6.0879 7.4596 -0.293
S 0.0849 -9.6656 8.2581 1.096
O 1.5217 -9.9899 8.2384 -0.592
O -0.8731 -10.3231 7.3829 -0.589
F -0.2916 -10.3316 9.6567 -0.279
```

Output
Energy above the lowest of the compared OMol25 structures with the same formula, charge and spin ... 79.37 kcal per mole
Spin multiplicity ... 1
Total charge ... +8
Molecular weight ... 1838.1 g mol⁻¹
Energy ... -240950.94134 eV
Orbital gap ... 1.203 eV